Record 1
Computed, not measured: a molecular structure, C12H26N2O12V3, with ωB97M-V with the def2-TZVPD basis set.

Geometry as ORCA input:
```
! wB97M-V def2-TZVPD RIJCOSX def2/J DEFGRID3
* xyz 2 4
V 0.97 0.06 -0.07
V -0.48 0.54 3.21
V 3.08 0.39 2.83
O 0.79 -2.67 -0.73
O -0.29 -0.12 -1.01
O 1.61 1.96 -1.62
O -3.04 0.90 -0.56
O 4.44 0.22 2.11
O 1.26 -0.97 3.36
O 0.11 -1.11 1.70
O 2.07 -1.06 1.48
O 1.34 1.80 2.93
O -1.29 -0.49 4.12
O 0.20 1.77 1.21
O 2.23 1.65 1.15
N 2.38 -0.56 -1.74
N -2.42 1.01 2.18
C -3.24 -0.05 1.55
C 1.09 3.25 -1.91
C 2.89 -1.93 -1.50
C -0.27 -3.62 -0.75
C 1.78 -2.96 -1.68
C -4.14 -0.72 2.60
C 3.47 0.43 -1.71
C -4.01 0.47 0.36
C 1.17 -1.56 2.23
C -3.51 1.42 -1.77
C 1.28 2.27 1.72
C 2.93 1.80 -2.11
H -4.48 -1.64 2.13
H 1.41 -2.88 -2.71
H 3.03 1.92 -3.19
H -4.14 2.30 -1.62
H 4.38 0.19 -2.27
H 0.99 3.39 -2.99
H -0.03 -4.48 -0.11
H 3.84 0.43 -0.68
H 0.09 3.29 -1.48
H -4.65 -0.34 -0.01
H -3.07 1.53 2.77
H 3.66 -2.22 -2.23
H -1.14 -3.19 -0.26
H 2.04 -0.60 -2.70
H 1.68 4.05 -1.46
H -2.10 1.65 1.46
H -2.72 1.87 -2.38
H -3.60 -1.01 3.50
H 3.64 2.56 -1.77
H 2.18 -3.98 -1.59
H 3.25 -2.11 -0.49
H -0.52 -3.88 -1.78
H -4.62 1.32 0.70
H -5.01 -0.10 2.81
H -3.98 0.67 -2.41
H -2.55 -0.82 1.19
*
```

## Properties
- Kohn-Sham gap (alpha / beta) (eV) = 6.12 / 6.04
- energy (hartree) = -4316.54386
- expectation value of S² = 3.87

And the Löwdin charges, in e, turn out to be: number 1, V, carries 1.101; number 2, V, carries 1.201; number 3, V, carries 1.327; number 4, O, carries -0.250; number 5, O, carries -0.174; number 6, O, carries -0.250; number 7, O, carries -0.209; number 8, O, carries -0.164; number 9, O, carries -0.113; number 10, O, carries -0.093; number 11, O, carries -0.151; number 12, O, carries -0.182; number 13, O, carries -0.186; number 14, O, carries -0.117; number 15, O, carries -0.108; number 16, N, carries -0.075; number 17, N, carries 0.030; number 18, C, carries -0.385; number 19, C, carries -0.050; number 20, C, carries -0.157; number 21, C, carries -0.051; number 22, C, carries -0.203; number 23, C, carries -0.022; number 24, C, carries -0.155; number 25, C, carries -0.183; number 26, C, carries -0.592; number 27, C, carries -0.087; number 28, C, carries -0.571; number 29, C, carries -0.187; number 30, H, carries 0.097; number 31, H, carries 0.138; number 32, H, carries 0.141; number 33, H, carries 0.098; number 34, H, carries 0.146; number 35, H, carries 0.111; number 36, H, carries 0.103; number 37, H, carries 0.112; number 38, H, carries 0.097; number 39, H, carries 0.148; number 40, H, carries 0.130; number 41, H, carries 0.143; number 42, H, carries 0.089; number 43, H, carries 0.155; number 44, H, carries 0.108; number 45, H, carries 0.093; number 46, H, carries 0.087; number 47, H, carries 0.068; number 48, H, carries 0.142; number 49, H, carries 0.144; number 50, H, carries 0.124; number 51, H, carries 0.103; number 52, H, carries 0.145; number 53, H, carries 0.097; number 54, H, carries 0.100; number 55, H, carries 0.136

***

Record 2
Computed, not measured: 2 unconnected molecules or ions with the total composition C12H26N2O14P2, with ωB97M-V with the def2-TZVPD basis set.

Geometry as ORCA input:
```
! wB97M-V def2-TZVPD RIJCOSX def2/J DEFGRID3
* xyz 0 1
P 5.14 5.38 -3.87
P 0.80 1.40 2.39
O -4.99 -4.79 -0.78
O 1.24 2.60 3.26
O 2.12 0.82 2.19
O -0.37 -5.29 1.66
O 4.91 6.01 -2.44
O -0.10 0.36 3.17
O 0.02 1.85 1.05
O -0.67 -2.09 2.15
O 0.37 5.09 -1.90
O 4.99 6.45 -4.85
O 6.61 4.85 -4.00
O -0.19 1.69 -1.70
O 2.87 4.57 -1.31
O 4.10 4.17 -4.10
N -3.44 -3.89 0.51
N -2.30 -5.79 2.54
C 2.73 4.48 -3.76
C -2.72 -2.44 3.23
C -2.01 -2.42 1.88
C -3.74 -5.79 2.80
C 0.81 3.77 -2.27
C -1.54 -4.96 1.81
C -2.08 -3.72 1.06
C -2.78 -5.52 -1.23
C 0.73 2.81 0.23
C -3.81 -4.70 -0.48
C 2.34 3.82 -2.43
C 0.39 2.68 -1.27
H -1.78 -6.55 2.94
H 0.35 3.50 -3.23
H -4.09 -4.80 3.11
H 0.57 0.02 3.78
H 2.19 2.39 3.17
H 3.76 4.96 -1.54
H -0.65 -1.17 2.43
H 6.63 4.65 -4.94
H -2.30 -6.22 -0.56
H 2.54 5.56 -3.72
H -4.29 -6.10 1.91
H 1.82 2.68 0.33
H 0.48 3.82 0.56
H 2.74 2.80 -2.42
H -2.31 -3.23 3.87
H -3.28 -6.06 -2.03
H -2.58 -1.48 3.73
H -1.40 -3.57 0.22
H -4.19 -3.37 0.93
H -2.43 -1.62 1.28
H 2.10 4.09 -4.56
H -2.04 -4.85 -1.67
H 5.48 6.80 -2.54
H -3.79 -2.60 3.08
H -3.97 -6.50 3.60
H 1.03 5.48 -1.29
*
```

## Properties
- Kohn-Sham gap (eV) = 9.29
- energy (hartree) = -2318.63822
- SMILES = O=C(COP(=O)(O)O)[C@@H](O)[C@H](O)COP(=O)(O)O.CNC(=O)[C@@H](NC(C)=O)[C@@H](C)O

And the Löwdin charges, in e, turn out to be: number 1, P, carries 0.303; number 2, P, carries 0.321; number 3, O, carries 0.033; number 4, O, carries -0.078; number 5, O, carries -0.252; number 6, O, carries 0.055; number 7, O, carries -0.081; number 8, O, carries -0.077; number 9, O, carries -0.137; number 10, O, carries -0.023; number 11, O, carries -0.012; number 12, O, carries -0.242; number 13, O, carries -0.057; number 14, O, carries 0.117; number 15, O, carries -0.037; number 16, O, carries -0.146; number 17, N, carries 0.108; number 18, N, carries 0.039; number 19, C, carries -0.145; number 20, C, carries -0.029; number 21, C, carries -0.386; number 22, C, carries -0.058; number 23, C, carries -0.233; number 24, C, carries -0.466; number 25, C, carries -0.149; number 26, C, carries 0.020; number 27, C, carries -0.110; number 28, C, carries -0.562; number 29, C, carries -0.272; number 30, C, carries -0.262; number 31, H, carries 0.142; number 32, H, carries 0.161; number 33, H, carries 0.060; number 34, H, carries 0.117; number 35, H, carries 0.092; number 36, H, carries 0.071; number 37, H, carries 0.038; number 38, H, carries 0.098; number 39, H, carries 0.083; number 40, H, carries 0.140; number 41, H, carries 0.079; number 42, H, carries 0.130; number 43, H, carries 0.138; number 44, H, carries 0.165; number 45, H, carries 0.089; number 46, H, carries 0.087; number 47, H, carries 0.082; number 48, H, carries 0.154; number 49, H, carries 0.143; number 50, H, carries 0.150; number 51, H, carries 0.142; number 52, H, carries 0.087; number 53, H, carries 0.117; number 54, H, carries 0.069; number 55, H, carries 0.088; number 56, H, carries 0.099

***

Record 3
Computed, not measured: a molecular structure, C12H26N2O9Zn, with ωB97M-V with the def2-TZVPD basis set.

Geometry as ORCA input:
```
! wB97M-V def2-TZVPD RIJCOSX def2/J DEFGRID3
* xyz -2 1
Zn 0.27 -1.40 1.23
O 1.30 -2.26 -0.28
O -0.41 -0.23 -4.26
O 1.36 2.90 -0.24
O 2.46 -4.17 0.21
O -1.16 -2.66 2.02
O 0.51 -0.65 3.37
O -3.08 -3.01 1.13
O -1.80 -1.10 0.88
O 1.87 -2.71 1.65
N -1.20 -2.94 -1.74
N 0.96 0.55 0.82
C 2.05 4.12 -0.41
C -1.31 -2.05 -2.89
C -0.27 -0.89 -3.01
C 1.99 0.63 1.87
C -0.60 1.14 -4.01
C -2.25 -2.13 1.48
C 0.36 2.92 0.78
C -0.49 -0.48 4.34
C -0.19 1.47 1.08
C -2.71 -1.45 -3.00
C 1.43 0.47 3.28
C 2.06 -2.98 0.44
H -0.38 -0.33 -2.08
H -0.93 0.52 4.28
H -1.52 1.38 -3.47
H -2.95 -1.10 -4.01
H 0.88 3.34 1.65
H -1.90 -2.53 -1.12
H 1.12 1.41 3.75
H 2.88 4.24 0.29
H 0.28 1.67 -3.62
H -0.46 3.54 0.42
H -0.07 -0.67 5.33
H 2.76 -0.12 1.69
H 0.75 -1.27 -2.91
H 1.38 4.98 -0.53
H 2.46 4.05 -1.42
H -1.41 -1.04 4.17
H -0.61 1.50 2.08
H -1.02 1.33 0.38
H 2.53 1.59 1.78
H -1.06 -2.68 -3.75
H 2.23 0.14 3.95
H -0.77 1.65 -4.97
H 1.32 1.09 0.05
H -3.37 -2.32 -3.04
H -0.28 -2.76 -1.34
H -3.04 -0.72 -2.27
*
```

## Properties
- Kohn-Sham gap (eV) = 3.86
- energy (hartree) = -3038.73154

And the Löwdin charges, in e, turn out to be: number 1, Zn, carries 0.701; number 2, O, carries -0.160; number 3, O, carries -0.175; number 4, O, carries -0.233; number 5, O, carries -0.127; number 6, O, carries -0.189; number 7, O, carries -0.209; number 8, O, carries -0.099; number 9, O, carries -0.178; number 10, O, carries -0.127; number 11, N, carries 0.088; number 12, N, carries -0.050; number 13, C, carries -0.113; number 14, C, carries -0.438; number 15, C, carries -0.212; number 16, C, carries -0.171; number 17, C, carries -0.152; number 18, C, carries -0.897; number 19, C, carries -0.189; number 20, C, carries -0.105; number 21, C, carries -0.136; number 22, C, carries -0.076; number 23, C, carries -0.181; number 24, C, carries -0.959; number 25, H, carries 0.116; number 26, H, carries 0.076; number 27, H, carries 0.082; number 28, H, carries 0.059; number 29, H, carries 0.110; number 30, H, carries 0.044; number 31, H, carries 0.108; number 32, H, carries 0.087; number 33, H, carries 0.078; number 34, H, carries 0.117; number 35, H, carries 0.087; number 36, H, carries 0.120; number 37, H, carries 0.119; number 38, H, carries 0.084; number 39, H, carries 0.085; number 40, H, carries 0.090; number 41, H, carries 0.108; number 42, H, carries 0.109; number 43, H, carries 0.110; number 44, H, carries 0.120; number 45, H, carries 0.124; number 46, H, carries 0.070; number 47, H, carries 0.097; number 48, H, carries 0.073; number 49, H, carries 0.037; number 50, H, carries 0.080

***

Record 4
Computed, not measured: 4 unconnected molecules or ions with the total composition C12H26N4O5, with ωB97M-V with the def2-TZVPD basis set.

Geometry as ORCA input:
```
! wB97M-V def2-TZVPD RIJCOSX def2/J DEFGRID3
* xyz -2 1
O -4.09 1.53 4.61
O 0.73 0.30 0.59
O 4.80 -1.50 -2.17
O -0.67 -3.01 -2.84
O -5.14 3.30 3.74
N 1.40 -3.35 -1.96
N -4.80 1.43 2.41
N 5.12 0.56 -1.30
N -1.09 1.65 0.33
C 2.47 -4.28 -1.67
C 5.12 -0.78 -1.25
C -7.05 0.56 3.06
C -1.69 2.76 -0.37
C 5.48 1.38 -0.16
C -4.69 2.11 3.65
C -5.64 0.30 2.49
C 0.14 1.23 0.06
C 1.58 -1.94 -1.60
C -1.91 1.00 1.37
C 0.26 -3.74 -2.54
C 4.72 1.21 -2.54
H 5.39 0.90 -3.35
H 2.67 -4.30 -0.60
H 4.77 2.29 -2.42
H 5.41 -1.17 -0.26
H 0.82 -1.63 -0.90
H 3.71 0.91 -2.81
H -5.80 -0.07 1.47
H -5.19 -0.57 3.04
H 4.64 2.02 0.13
H -1.40 1.06 2.33
H -7.60 1.17 2.35
H 6.34 2.01 -0.41
H 3.38 -3.97 -2.20
H -2.05 -0.05 1.13
H 2.19 -5.28 -2.00
H 0.63 1.85 -0.72
H 5.74 0.75 0.68
H -7.02 1.07 4.01
H 1.51 -1.33 -2.50
H -2.88 1.49 1.45
H -7.56 -0.40 3.22
H 2.56 -1.81 -1.16
H -2.60 2.44 -0.87
H -1.95 3.55 0.34
H 0.24 -4.82 -2.76
H -0.99 3.16 -1.10
*
```

## Properties
- Kohn-Sham gap (eV) = 1.24
- energy (hartree) = -1067.96393

And the Löwdin charges, in e, turn out to be: number 1, O, carries -0.184; number 2, O, carries -0.046; number 3, O, carries -0.009; number 4, O, carries 0.011; number 5, O, carries -0.210; number 6, N, carries -0.187; number 7, N, carries -0.087; number 8, N, carries -0.193; number 9, N, carries -0.186; number 10, C, carries -0.069; number 11, C, carries -0.367; number 12, C, carries -0.163; number 13, C, carries -0.065; number 14, C, carries -0.073; number 15, C, carries -0.905; number 16, C, carries -0.477; number 17, C, carries -0.391; number 18, C, carries -0.030; number 19, C, carries -0.020; number 20, C, carries -0.375; number 21, C, carries -0.053; number 22, H, carries 0.085; number 23, H, carries 0.088; number 24, H, carries 0.080; number 25, H, carries 0.133; number 26, H, carries 0.079; number 27, H, carries 0.090; number 28, H, carries 0.062; number 29, H, carries 0.064; number 30, H, carries 0.092; number 31, H, carries 0.094; number 32, H, carries 0.043; number 33, H, carries 0.079; number 34, H, carries 0.078; number 35, H, carries 0.090; number 36, H, carries 0.073; number 37, H, carries 0.114; number 38, H, carries 0.079; number 39, H, carries 0.049; number 40, H, carries 0.095; number 41, H, carries 0.048; number 42, H, carries 0.030; number 43, H, carries 0.061; number 44, H, carries 0.089; number 45, H, carries 0.095; number 46, H, carries 0.123; number 47, H, carries 0.065

***

Record 5
Computed, not measured: a molecular structure, C12H26NO4P2Ru, with ωB97M-V with the def2-TZVPD basis set.

Geometry as ORCA input:
```
! wB97M-V def2-TZVPD RIJCOSX def2/J DEFGRID3
* xyz 1 5
Ru 0.74 -0.68 0.26
P 1.41 0.43 -1.62
P -0.30 -1.91 1.80
O 2.78 0.82 1.45
O 2.78 -1.43 1.28
O 1.30 5.15 2.35
O -2.53 5.51 -1.34
N -1.06 -0.88 -0.77
C -3.51 -0.99 -2.06
C 0.66 -3.20 2.58
C 3.30 -0.31 1.61
C -1.99 -1.77 -0.38
C -0.17 0.64 -2.39
C -1.63 -2.68 0.78
C 2.15 2.06 -1.33
C -3.21 -1.88 -1.04
C 2.51 -0.34 -2.84
C -2.55 -0.09 -2.48
C -1.26 -0.09 -1.89
C -1.25 -1.12 3.13
H 2.09 2.68 -2.23
H -2.50 -2.88 1.42
H 2.54 0.30 -3.73
H 0.22 0.34 1.44
H 1.64 4.23 2.27
H 3.52 -0.48 -2.43
H 2.09 -1.32 -3.10
H 0.03 -3.91 3.12
H -2.71 0.63 -3.28
H -3.89 -2.66 -0.71
H -0.04 0.74 0.69
H 1.59 2.55 -0.51
H -0.34 1.32 -3.22
H 3.19 1.92 -1.01
H -1.90 -1.87 3.60
H 1.25 -3.72 1.81
H -1.86 -0.30 2.71
H -4.49 -1.02 -2.53
H -1.87 5.32 -2.02
H -2.50 4.74 -0.75
H 1.36 -2.71 3.27
H 4.31 -0.36 2.07
H 0.40 5.06 2.68
H -1.24 -3.64 0.42
H 1.49 -1.48 -0.92
H -0.54 -0.71 3.86
*
```

## Properties
- Kohn-Sham gap (alpha / beta) (eV) = 4.32 / 6.09
- energy (hartree) = -1605.72515
- expectation value of S² = 6.03

And the Löwdin charges, in e, turn out to be: number 1, Ru, carries 0.768; number 2, P, carries 0.741; number 3, P, carries 0.771; number 4, O, carries -0.083; number 5, O, carries -0.164; number 6, O, carries -0.061; number 7, O, carries -0.059; number 8, N, carries -0.110; number 9, C, carries -0.095; number 10, C, carries -0.223; number 11, C, carries -0.502; number 12, C, carries -0.357; number 13, C, carries -0.162; number 14, C, carries -0.251; number 15, C, carries -0.224; number 16, C, carries -0.015; number 17, C, carries -0.229; number 18, C, carries -0.027; number 19, C, carries -0.356; number 20, C, carries -0.227; number 21, H, carries 0.069; number 22, H, carries 0.099; number 23, H, carries 0.065; number 24, H, carries 0.048; number 25, H, carries 0.035; number 26, H, carries 0.066; number 27, H, carries 0.056; number 28, H, carries 0.074; number 29, H, carries 0.119; number 30, H, carries 0.126; number 31, H, carries 0.094; number 32, H, carries 0.047; number 33, H, carries 0.097; number 34, H, carries 0.060; number 35, H, carries 0.067; number 36, H, carries 0.061; number 37, H, carries 0.062; number 38, H, carries 0.108; number 39, H, carries 0.026; number 40, H, carries 0.032; number 41, H, carries 0.061; number 42, H, carries 0.141; number 43, H, carries 0.025; number 44, H, carries 0.103; number 45, H, carries 0.060; number 46, H, carries 0.063

***

> Among the records above, which one has the lowest energy?

C12H26N2O12V3

***

> Which of these has the highest energy?

C12H26N4O5

***

> What is the formula in the second record?

C12H26N2O14P2

***

> Which of these has the lowest energy?

C12H26N2O12V3